{"formula": "C42H114N4O26", "method": "ωB97M-V/def2-TZVPD", "homo_ha": [0.00198, -0.24149], "spin_multiplicity": 2, "homo_lumo_gap_ev": [1.403, 8.025], "lumo_energy_ev": [1.457, 1.454], "total_charge": -1, "symbols": ["C", "C", "O", "O", "H", "H", "H", "H", "H", "H", "C", "C", "O", "O", "H", "H", "H", "H", "H", "H", "C", "C", "O", "O", "H", "H", "H", "H", "H", "H", "C", "C", "O", "O", "H", "H", "H", "H", "H", "H", "C", "C", "O", "O", "H", "H", "H", "H", "H", "H", "C", "C", "O", "O", "H", "H", "H", "H", "H", "H", "C", "C", "O", "O", "H", "H", "H", "H", "H", "H", "C", "C", "O", "O", "H", "H", "H", "H", "H", "H", "C", "C", "O", "O", "H", "H", "H", "H", "H", "H", "C", "O", "C", "C", "N", "C", "C", "O", "C", "H", "H", "H", "H", "H", "H", "H", "H", "H", "H", "H", "H", "H", "H", "H", "C", "O", "C", "C", "N", "C", "C", "O", "C", "H", "H", "H", "H", "H", "H", "H", "H", "H", "H", "H", "H", "H", "H", "H", "C", "O", "C", "C", "N", "C", "C", "O", "C", "H", "H", "H", "H", "H", "H", "H", "H", "H", "H", "H", "H", "H", "H", "H", "C", "O", "C", "C", "N", "C", "C", "O", "C", "H", "H", "H", "H", "H", "H", "H", "H", "H", "H", "H", "H", "H", "H", "H"], "xyz": [[-20.355350, -18.511760, 6.630720], [-18.906470, -18.729210, 6.077860], [-18.852130, -19.844970, 5.260740], [-20.754040, -19.543150, 7.441850], [-21.125820, -18.435500, 5.863470], [-20.466420, -17.625180, 7.255010], [-18.249760, -18.883160, 6.934100], [-18.529840, -17.822080, 5.605250], [-18.767720, -20.577070, 5.875970], [-21.704400, -19.458750, 7.548060], [-24.490820, -17.148900, 7.300750], [-24.359870, -18.310790, 8.254730], [-23.576220, -19.288910, 7.629790], [-25.375590, -17.478520, 6.254420], [-23.528940, -16.746230, 6.983350], [-24.973260, -16.332320, 7.837910], [-25.310910, -18.799670, 8.466020], [-23.784810, -18.065320, 9.147560], [-24.190780, -19.741220, 7.047260], [-25.823520, -16.657620, 6.037400], [-17.258100, -13.426020, -3.077870], [-18.211630, -12.239260, -2.745100], [-19.061790, -12.464030, -1.632640], [-16.408760, -13.221240, -4.185430], [-17.910650, -14.263810, -3.323630], [-16.670480, -13.585530, -2.173790], [-18.844670, -12.024350, -3.606020], [-17.668110, -11.311250, -2.567670], [-18.539850, -12.764170, -0.884920], [-16.014650, -14.082910, -4.339720], [-16.075540, -18.952870, -2.904660], [-16.633530, -17.862560, -1.964530], [-17.888200, -18.228140, -1.564620], [-16.826350, -19.122490, -4.104590], [-16.167940, -19.999660, -2.615200], [-15.032980, -18.759910, -3.157510], [-16.698220, -16.932310, -2.528940], [-15.903470, -17.686600, -1.174510], [-18.215030, -17.685080, -0.843590], [-17.543740, -19.726930, -3.900620], [-24.314720, -21.283560, 4.629750], [-23.267310, -20.171490, 4.412030], [-23.940480, -18.932420, 4.159520], [-25.151990, -21.046570, 5.733690], [-23.784200, -22.229260, 4.740670], [-24.869780, -21.436400, 3.704200], [-22.609640, -20.417490, 3.578330], [-22.472940, -20.121980, 5.156760], [-24.437180, -18.595680, 4.908850], [-26.014780, -21.355170, 5.447390], [-23.582570, -14.587320, 1.306790], [-24.792700, -14.206460, 0.479750], [-25.925250, -15.070420, 0.488250], [-22.899730, -15.761250, 0.707440], [-23.944010, -14.896730, 2.287470], [-22.855690, -13.783180, 1.421280], [-24.413510, -14.152260, -0.540720], [-25.092890, -13.197220, 0.761540], [-25.529360, -15.909870, 0.242920], [-22.123310, -15.998200, 1.219920], [-18.918280, -8.759410, 0.956070], [-18.242160, -8.406260, -0.333580], [-18.063180, -6.980210, -0.476390], [-17.929030, -8.757520, 1.983490], [-19.412140, -9.725410, 0.850930], [-19.718800, -8.036700, 1.114010], [-18.959400, -8.619150, -1.126260], [-17.325130, -8.965210, -0.519910], [-18.926010, -6.583520, -0.335790], [-17.493420, -7.902310, 2.004710], [-16.859850, -19.952720, 2.229630], [-15.878910, -19.130690, 1.394010], [-15.979450, -17.752280, 1.764180], [-16.775140, -21.360260, 1.862160], [-17.894610, -19.673590, 2.030980], [-16.803730, -19.820420, 3.310120], [-15.873060, -19.468970, 0.357850], [-14.869600, -19.395700, 1.708920], [-15.300750, -17.536470, 2.407920], [-17.383290, -21.874300, 2.398360], [-13.799070, -9.061670, 2.319700], [-14.791110, -10.245200, 2.399630], [-15.748720, -10.144940, 3.452650], [-12.872010, -9.231050, 1.248420], [-13.171810, -8.950810, 3.204210], [-14.246830, -8.068660, 2.280420], [-14.198480, -11.114030, 2.686000], [-15.275670, -10.361460, 1.430200], [-16.536660, -9.766260, 3.055960], [-12.312330, -9.957260, 1.533000], [-13.268190, -14.169950, 6.301670], [-14.712770, -13.866020, 6.277650], [-15.187590, -13.437800, 5.032940], [-16.661810, -13.025910, 5.208070], [-17.659880, -14.085760, 5.254490], [-18.837140, -13.684490, 6.061520], [-19.726180, -12.675080, 5.289290], [-20.093080, -13.328550, 4.024040], [-20.497910, -12.490390, 3.045230], [-12.839490, -14.695050, 5.448100], [-12.953940, -14.603270, 7.251190], [-12.736530, -13.219760, 6.250800], [-15.206320, -14.232230, 4.286870], [-14.534140, -12.669170, 4.620240], [-16.946260, -12.481200, 4.307800], [-16.817440, -12.418460, 6.099630], [-17.920560, -14.295810, 4.301590], [-18.535570, -13.254320, 7.016560], [-19.456730, -14.553270, 6.283840], [-19.226030, -11.723780, 5.107620], [-20.613870, -12.382050, 5.849850], [-19.848100, -11.643260, 2.825680], [-21.464250, -12.105060, 3.370510], [-20.641610, -13.029730, 2.108990], [-21.559240, -16.073310, 3.995790], [-21.191490, -16.597720, 2.740660], [-20.479970, -17.813850, 2.753930], [-19.916700, -18.043070, 1.323110], [-18.813170, -17.275010, 0.880410], [-18.901900, -15.834580, 1.003280], [-17.723560, -15.159630, 0.279970], [-17.769880, -13.686100, 0.164460], [-17.268460, -13.001630, 1.357150], [-20.743250, -15.607020, 4.547900], [-21.983710, -16.926190, 4.525440], [-22.293240, -15.292570, 3.796300], [-21.083100, -18.647970, 3.112480], [-19.638060, -17.694440, 3.435860], [-20.670430, -17.722880, 0.603760], [-19.894370, -19.118620, 1.147640], [-17.964120, -17.602270, 1.318710], [-18.866150, -15.729730, 2.087630], [-19.796390, -15.322300, 0.648950], [-17.779370, -15.532920, -0.742600], [-16.759240, -15.447510, 0.698670], [-16.239140, -13.292160, 1.567400], [-17.786910, -13.304860, 2.266740], [-17.454110, -11.929050, 1.300570], [-13.811730, -14.183030, 0.143500], [-13.138180, -13.137450, 0.905580], [-12.374520, -13.755960, 1.946430], [-11.034390, -14.325770, 1.344410], [-9.844260, -13.531750, 1.452380], [-8.741310, -14.095880, 0.629460], [-8.004760, -15.230400, 1.367260], [-7.002500, -14.660190, 2.197480], [-6.268890, -15.621750, 2.910520], [-14.401990, -14.948570, 0.647130], [-13.181070, -14.747500, -0.543330], [-14.492920, -13.604850, -0.480830], [-12.917150, -14.516300, 2.508150], [-12.185900, -12.932260, 2.634940], [-11.221440, -14.605850, 0.307750], [-10.779470, -15.282360, 1.800520], [-9.584660, -13.515170, 2.428310], [-7.866770, -13.497630, 0.373800], [-9.200420, -14.437480, -0.298240], [-7.456210, -15.817820, 0.630970], [-8.624160, -15.918980, 1.941980], [-5.702320, -16.353220, 2.334280], [-6.925800, -16.008530, 3.689600], [-5.452590, -15.053570, 3.356550], [-21.870610, -13.786330, -4.336370], [-21.889790, -15.169700, -3.925230], [-21.291420, -15.576640, -2.691600], [-21.690780, -17.055780, -2.455040], [-23.088740, -17.104250, -1.967350], [-23.590520, -18.480610, -1.800960], [-25.020440, -18.428780, -1.329420], [-25.191270, -17.606470, -0.195060], [-24.841420, -18.158550, 1.007000], [-21.903940, -13.643420, -5.416450], [-20.956890, -13.275100, -4.033320], [-22.682930, -13.252370, -3.843290], [-21.596020, -14.981680, -1.830590], [-20.207100, -15.499520, -2.771660], [-21.048270, -17.613770, -1.773900], [-21.743720, -17.632030, -3.378750], [-23.064540, -16.721840, -1.032860], [-23.049880, -18.961120, -0.985530], [-23.544310, -18.845160, -2.827150], [-25.368470, -19.428820, -1.070780], [-25.551060, -18.091500, -2.219810], [-25.503870, -19.012260, 1.149960], [-24.988410, -17.473190, 1.841730], [-23.846940, -18.600620, 1.067680]], "forces_ev_per_a": [[0.4192, 1.1136, -0.5839], [-1.3425, 1.0980, 1.6490], [0.1539, -0.7109, -0.7335], [0.3351, -2.1067, 1.0209], [0.4122, 0.3160, -0.8050], [0.6641, 0.8338, -0.3227], [0.0329, 0.1074, 0.2864], [-0.1711, -0.1218, -0.4499], [-0.1148, -0.3169, -0.2589], [-0.3959, -0.2453, 0.1760], [-0.8797, 1.0676, 1.6038], [0.7907, -0.0233, -0.3772], [0.4257, -0.9290, -0.4916], [0.0837, -0.2508, -0.5894], [0.2290, -0.4574, -0.3217], [0.0933, 0.2517, 0.3948], [-0.3132, 0.6412, 0.4180], [-0.4812, 0.4261, 0.2006], [0.1491, -0.6751, -0.4731], [-0.1356, -0.1839, -0.4155], [-1.0955, 0.5177, 0.7382], [0.2802, 0.2819, -0.4305], [-0.5395, 0.2034, -1.3291], [0.0154, 0.5359, -0.1399], [-0.0694, -0.3433, 0.4917], [0.0146, -0.4393, 0.1037], [-0.1343, -0.1704, -0.0858], [0.5542, 0.0362, -0.0906], [0.3063, -0.4780, 0.3368], [0.1905, 0.0605, -0.2339], [-0.5815, -0.6366, -0.1799], [1.2041, -0.5583, -1.2975], [-0.9432, -1.1142, -0.2120], [-0.2344, 1.0236, -1.1227], [0.7367, 0.2736, 1.9102], [-0.0446, 0.1894, -0.1264], [0.2748, 0.2903, -0.4228], [-0.0116, -0.1287, 0.4778], [-0.3183, 0.2034, 0.8633], [-0.0869, 0.2352, 0.0017], [1.8572, -0.3008, -0.9184], [-0.9289, 0.1398, 0.0700], [1.0418, -0.4388, -0.7380], [-0.2978, 0.2060, 0.0492], [0.2333, -0.1990, 0.3648], [-0.3244, 0.4854, -0.0402], [-0.6497, -0.0034, -0.7299], [-0.5192, 0.2098, 0.9888], [-0.0907, -0.1353, 0.5101], [-0.1970, 0.1920, 0.4414], [0.3210, -2.0706, 0.1046], [0.4448, 0.4035, -0.9027], [0.9491, 0.8340, 0.8550], [-1.2794, 1.5212, -0.2393], [0.0838, 0.0655, 0.3346], [-0.1960, 0.2427, -0.1688], [-0.0260, 0.2049, -0.3645], [-0.2306, -0.0540, 0.1401], [-0.3635, -0.8271, -0.4596], [0.1897, -0.0274, 0.7196], [0.9993, 0.1567, -0.3253], [-1.6996, 0.7291, -1.4247], [1.0340, -0.3110, 0.6201], [-0.6431, -0.5451, 0.6487], [0.4151, -0.2565, 0.4212], [-0.0893, 0.2065, 0.4059], [0.0742, -0.7672, -0.2768], [0.0970, 0.4084, 0.1816], [-0.0607, 0.0559, -0.0595], [-0.0529, 0.2476, -0.1923], [-1.1632, -0.8785, -0.3998], [1.2741, -0.8526, 2.1551], [-1.6758, -0.3239, -1.9441], [0.6198, 0.5613, -0.0862], [-0.1095, 0.4371, -0.3401], [0.7863, 0.0976, 0.0300], [-0.7200, 0.9624, -0.3369], [0.2017, -0.5105, 0.1154], [0.8828, 0.1765, 0.6924], [-0.0320, 0.2243, 0.1157], [0.5105, 0.1375, 0.4800], [0.6162, 0.4813, 0.8003], [0.1772, 0.3315, -0.3291], [-0.5748, 0.1119, -0.0833], [-0.3263, -0.4976, 0.6532], [-0.4603, -0.1020, -0.6890], [0.0200, -0.2732, -0.6158], [0.1151, -0.2405, -0.0702], [-0.3871, 0.1435, 0.0635], [0.2124, -0.1871, -0.3239], [-0.7934, 1.4927, -0.1898], [2.0204, -1.1667, 0.5763], [-0.9935, -0.4773, 0.1704], [0.0736, 0.4910, -0.8594], [-0.0649, -0.5495, 1.5990], [-0.1206, 0.1679, -1.6329], [-0.0023, -0.7309, -0.6150], [1.8707, -0.7731, 2.5619], [-1.4448, 1.1259, -0.9585], [-0.7352, -0.6839, -0.0627], [-0.6030, -0.3371, -0.1350], [0.0265, 0.4885, 0.0924], [0.2740, -0.5309, -0.0970], [-0.2474, 0.6065, 0.0302], [0.5297, 1.0038, 0.0797], [0.4039, 0.2883, -0.1162], [-0.4122, -0.2685, 0.1517], [0.2052, -0.0138, -0.0829], [0.0459, -0.1762, -0.0297], [0.4370, -0.0561, -0.3699], [-0.4292, -0.3327, 0.0667], [0.4048, 0.1412, 0.1958], [-0.4477, 0.5772, -0.4570], [0.0666, -0.2358, 0.0351], [-0.2684, -0.6198, -0.1521], [-0.0200, 0.5489, -0.7200], [1.1696, 0.5426, -0.5515], [-2.5670, 0.2365, 0.0358], [1.1417, -0.6095, -1.2230], [0.7907, 0.8105, 1.4807], [-0.0829, 0.5354, -0.2678], [0.4751, -0.8871, 2.0826], [-0.4843, -1.0949, 0.0368], [0.2751, -0.2336, -0.0962], [-0.3585, 0.3359, 0.5926], [-0.1102, -0.1288, 0.1725], [-0.2815, -0.0795, -0.0831], [0.2702, -0.2251, 0.2483], [-0.9506, -0.1398, 0.2235], [0.9384, -0.0100, -0.0592], [0.4891, 0.3509, 0.2164], [0.0438, 1.2944, 0.2285], [-0.4262, -0.6957, -0.2186], [0.1865, 0.2405, -0.1995], [0.0183, -0.0406, 0.1238], [0.3081, 0.4245, -0.4323], [-0.5369, -0.3246, -0.0581], [0.3635, -0.0349, -0.5576], [-0.3130, 1.5028, -0.9593], [-0.8176, -2.3700, 0.1700], [1.6094, 0.8206, -0.7918], [-0.8951, -1.1664, 0.6436], [0.9831, 1.5813, -0.9062], [-0.2948, -1.1193, 1.4951], [0.4696, -0.2895, -0.7681], [-0.1960, 0.2701, -0.4095], [0.4336, 1.2218, 0.6336], [0.1678, 0.2754, 0.9829], [0.5670, 0.1694, 0.0871], [-0.1705, -0.1373, -0.1715], [-0.2470, -0.2540, -0.2937], [0.3918, -0.0321, 0.2160], [-0.0479, 0.3937, -0.1264], [-0.6475, -0.5473, 0.3297], [0.3416, 0.1754, 0.0303], [-0.5873, 1.1196, 0.0570], [0.1726, -0.1616, 0.0189], [-0.1152, -0.4000, -0.3386], [-0.3419, 0.0679, 0.0935], [-0.7253, -0.4806, -0.4946], [0.3147, -0.6787, 0.0505], [-0.1353, 0.0907, 0.5012], [0.5530, -0.4387, 1.3947], [-0.1535, 0.4119, -0.7499], [0.0846, -0.7405, -0.5776], [-1.5869, 0.2597, -0.2043], [0.1286, -0.0626, 0.4589], [0.4659, 1.7418, 0.2573], [0.1691, -0.3593, -0.5860], [-0.2806, 1.4965, -1.5728], [-0.1833, -1.7570, 1.1773], [-0.3655, -0.6887, -0.0025], [0.3090, -0.1240, 0.2643], [-0.2480, 0.0660, -0.1442], [-0.2811, 0.2053, 0.0166], [0.2535, 0.0451, -0.0100], [0.6030, 0.2958, 0.1330], [0.6143, 0.2910, -0.3607], [-0.2428, 0.5232, 0.1469], [0.7505, -0.8673, -0.5518], [0.1429, -1.1504, 0.3995], [-0.1199, -0.2968, -0.0681], [-0.7390, 0.5920, 0.6275], [-0.2941, -0.3233, 0.5022], [0.1017, 0.1555, -0.3237], [0.4230, 0.4372, -0.1341]], "mulliken_charge": [1.03, -0.96, -0.42, -0.63, -0.73, 0.29, 0.62, 0.28, 0.28, 0.43, -0.24, -0.47, -0.49, -0.55, 0.06, 0.54, 0.29, 0.31, 0.09, 0.29, 0.99, -0.68, -0.49, -0.63, -0.11, -0.42, 0.42, 0.21, 0.62, 0.37, -1.01, 0.39, -0.55, -0.60, 0.39, 0.38, -0.07, 0.25, -0.05, 0.33, -0.81, -0.25, -0.03, -0.57, 0.34, 0.45, 0.46, 0.08, 0.19, 0.31, 0.20, -0.83, -0.65, 0.41, 0.14, -0.03, 0.29, 0.49, 0.41, -0.13, -0.27, -0.50, -0.55, -0.48, 0.12, 0.41, 0.36, 0.24, 0.33, 0.26, 0.50, -0.79, 1.99, -0.60, -0.38, 0.14, -0.15, 0.45, -1.20, 0.34, -0.69, 1.06, -0.53, -0.55, 0.31, 0.32, -0.49, -0.02, 0.38, 0.32, -1.44, -0.36, -0.09, -0.44, 0.08, -0.69, -0.69, 0.34, -0.67, 0.44, 0.33, 0.38, 0.29, 0.15, 0.06, 0.54, -0.08, 0.61, -0.01, 0.36, 0.47, 0.31, 0.38, -0.21, 0.19, 0.95, 0.47, -1.27, 2.36, -0.52, -0.47, 0.02, 0.24, -0.27, -0.31, 0.04, -0.59, -0.06, -0.66, 0.53, -0.80, -0.51, -0.02, -0.43, 0.07, 0.03, -0.34, 0.08, -1.31, -0.27, 0.31, -1.24, -0.31, -0.58, -0.57, -0.31, -0.77, 0.80, 0.30, -0.05, 0.26, 0.35, 0.24, 0.32, 0.30, 0.32, 0.34, 0.37, 0.44, 0.30, 0.32, 0.26, -0.40, -0.46, 0.35, -0.92, -0.14, -0.60, -0.62, -0.40, -0.60, 0.29, -0.07, 0.28, 0.19, -0.11, 0.31, 0.64, 0.07, 0.11, 0.51, 0.33, 0.37, 0.47, 0.07, 0.20]}